# 1
The following is a quantum chemistry calculation of a structure of composition H8O4Tl at a distorted geometry, from the Open Molecules 2025 dataset.

Computed properties:
Spin multiplicity: 1
ΔE to the lowest compared entry with this formula, charge and spin: 185.8 kJ/mol
E_LUMO: -20.78 eV
Total charge: +3
HOMO: -24.85 eV
Kohn-Sham gap: 4.1 eV

CARTESIAN COORDINATES (ANGSTROEM)
Tl: 0.611 0.228 -0.121
O: 0.659 0.671 2.780
H: 0.213 1.310 3.385
H: 1.457 0.371 3.270
O: -1.569 1.650 -1.446
H: -2.333 1.228 -1.901
H: -1.861 2.571 -1.253
O: 0.319 -2.060 1.533
H: 0.742 -2.878 1.183
H: 0.270 -2.192 2.507
O: 0.411 -0.231 -2.934
H: -0.218 -0.394 -3.666
H: 1.300 -0.275 -3.336

Force components x, y, z for each atom (eV/Å):
Tl -1.13 -0.37 -0.10
O -0.23 -0.82 -0.25
H 0.12 0.28 -0.35
H 0.16 0.39 -0.21
O 0.70 0.03 -0.36
H -0.02 -0.18 0.45
H 0.03 -0.18 0.31
O -0.38 0.07 -0.77
H 0.15 0.19 0.02
H 0.18 0.38 -0.04
O 0.85 0.29 0.67
H -0.42 -0.07 0.45
H 0.00 -0.01 0.17



# 2
The following is a quantum chemistry calculation of a structure of composition C29H25BrF4N8O4PReS at a distorted geometry, from the Open Molecules 2025 dataset.

Computed properties:
Spin multiplicity: 2
ΔE to the lowest compared entry with this formula, charge and spin: 0.0 kJ/mol
E_LUMO (alpha / beta): -4.78 / -4.62 eV
Total charge: +1
<S²>: 1.178
HOMO (alpha / beta): -10.95 / -10.87 eV
Kohn-Sham gap (alpha / beta): 6.2 / 6.3 eV

CARTESIAN COORDINATES (ANGSTROEM)
Re: -1.146 0.243 0.710
C: -3.084 -2.318 -2.257
C: -2.221 -1.677 -1.229
N: -2.447 -0.490 -0.756
O: -3.672 0.106 -1.108
C: -1.115 -2.379 -0.637
C: -0.667 -3.740 -1.049
N: -0.541 -1.707 0.351
O: 0.410 -2.235 1.010
H: -3.612 -1.575 -2.849
H: -3.816 -2.987 -1.792
H: -2.465 -2.925 -2.917
H: -4.349 -0.570 -0.962
H: -1.517 -4.414 -1.183
H: -0.010 -4.146 -0.285
H: -0.114 -3.702 -1.989
F: -0.558 4.714 -5.608
C: -0.363 3.899 -4.587
C: 0.808 3.184 -4.487
F: 1.747 3.318 -5.412
C: 0.996 2.334 -3.421
F: 2.166 1.693 -3.401
C: 0.040 2.146 -2.420
P: 0.521 0.991 -1.046
C: 1.990 1.943 -0.492
C: 1.726 3.173 0.104
C: 2.770 3.965 0.569
C: 4.083 3.539 0.431
C: 4.351 2.321 -0.186
C: 3.309 1.524 -0.644
C: 1.089 -0.466 -1.979
C: 2.035 -1.325 -1.417
C: 2.511 -2.410 -2.144
C: 2.021 -2.666 -3.417
C: 1.017 -1.864 -3.946
C: 0.548 -0.770 -3.228
C: -1.129 2.908 -2.537
Br: -2.505 2.910 -1.272
C: -1.322 3.761 -3.608
F: -2.433 4.482 -3.728
H: 0.703 3.516 0.222
H: 2.552 4.920 1.032
H: 4.898 4.160 0.784
H: 5.377 1.998 -0.331
H: 3.537 0.593 -1.146
H: 2.390 -1.160 -0.406
H: 3.265 -3.056 -1.709
H: 2.415 -3.494 -3.994
H: 0.605 -2.080 -4.924
H: -0.226 -0.143 -3.658
S: -2.898 0.133 2.121
C: -2.785 -0.963 3.476
C: -3.701 -0.806 4.522
C: -3.699 -1.706 5.576
C: -2.797 -2.763 5.583
C: -1.887 -2.924 4.541
C: -1.873 -2.027 3.486
H: -4.400 0.022 4.502
H: -4.407 -1.588 6.386
H: -2.806 -3.472 6.403
H: -1.194 -3.757 4.547
H: -1.170 -2.153 2.669
O: -2.047 2.089 3.312
N: -1.478 2.809 2.496
O: -1.095 2.317 1.358
N: 3.689 -0.132 2.896
N: 2.313 0.017 2.941
N: 1.620 -0.188 4.048
C: 0.391 0.007 3.602
N: 0.374 0.318 2.295
N: 1.648 0.301 1.893
H: 4.051 -0.069 3.836
H: 4.068 0.534 2.235
H: -0.484 -0.043 4.225

Force components x, y, z for each atom (eV/Å):
Re 0.25 1.36 1.30
C -0.03 -0.09 -0.10
C 0.11 -0.19 -0.02
N -0.68 0.38 -0.43
O 0.42 -0.09 0.09
C 0.09 0.17 0.06
C -0.13 -0.01 0.01
N 0.17 -1.00 -0.22
O -0.25 0.47 -0.06
H 0.00 0.01 0.00
H 0.04 0.02 -0.01
H -0.03 -0.01 0.05
H -0.10 0.01 0.07
H 0.05 0.05 0.02
H 0.01 0.01 0.02
H 0.01 0.01 -0.03
F -0.02 0.02 -0.01
C -0.03 0.17 -0.24
C 0.16 0.05 -0.20
F 0.03 -0.02 -0.02
C 0.05 -0.13 0.15
F 0.01 -0.05 0.10
C -0.01 -0.07 -0.02
P 0.31 0.31 -0.30
C 0.02 -0.09 0.03
C 0.00 0.07 0.12
C -0.06 -0.02 -0.03
C 0.00 -0.05 -0.01
C -0.03 -0.01 0.03
C 0.03 -0.01 -0.08
C 0.03 -0.09 0.05
C -0.02 -0.06 0.01
C -0.01 0.06 0.05
C 0.00 0.03 -0.02
C -0.05 0.03 0.05
C 0.03 -0.07 -0.06
C 0.07 -0.14 0.13
Br -0.08 -0.05 0.09
C -0.17 0.11 -0.01
F 0.01 -0.05 0.06
H 0.05 -0.02 0.00
H 0.00 -0.05 -0.02
H -0.05 -0.03 -0.02
H -0.09 0.02 0.01
H 0.00 0.07 0.03
H 0.00 0.00 -0.07
H -0.06 0.06 -0.03
H -0.05 0.01 0.04
H 0.04 0.03 0.04
H 0.06 -0.01 -0.01
S -0.05 -0.65 -0.05
C 0.05 -0.09 0.26
C 0.00 0.02 0.00
C 0.02 0.02 -0.03
C 0.03 -0.04 0.02
C -0.05 0.04 -0.04
C -0.15 -0.05 -0.02
H 0.02 -0.06 -0.01
H 0.04 0.00 -0.03
H 0.00 0.05 -0.05
H -0.03 0.06 0.00
H -0.04 -0.02 0.11
O 0.88 0.48 -1.44
N -0.46 -0.41 0.68
O -0.35 -0.30 0.17
N -0.54 -0.39 -0.14
N 0.76 -0.08 0.33
N -0.01 0.17 -0.40
C -0.24 0.27 0.05
N 0.39 -0.55 -0.17
N -0.59 -0.03 0.05
H 0.06 0.19 0.06
H 0.08 0.19 0.08
H 0.08 0.01 -0.04



# 3
The following is a quantum chemistry calculation of a structure of composition C20H27ErN3S2 at a distorted geometry, from the Open Molecules 2025 dataset.

Computed properties:
Spin multiplicity: 4
E_LUMO (alpha / beta): -10.28 / -13.95 eV
Total charge: +3
<S²>: 4.237
HOMO (alpha / beta): -18.37 / -16.10 eV
Kohn-Sham gap (alpha / beta): 8.1 / 2.2 eV

CARTESIAN COORDINATES (ANGSTROEM)
Er: 0.121 0.116 0.019
S: -0.716 0.397 -2.629
S: 0.083 -1.282 2.436
C: -1.713 1.913 -2.884
C: -1.971 -0.876 -2.610
C: -2.641 -1.054 -1.251
N: -1.661 -1.512 -0.239
C: -2.275 -1.824 1.073
C: -1.239 -2.413 2.026
H: -1.463 -1.798 -2.928
H: -2.727 -0.614 -3.356
H: -3.434 -1.814 -1.341
H: -3.092 -0.117 -0.888
H: -3.077 -2.563 0.918
H: -2.720 -0.898 1.468
H: -0.750 -3.295 1.589
H: -1.730 -2.707 2.959
C: -0.659 -0.300 3.793
H: -1.195 -2.366 -0.596
H: -1.726 -0.110 3.596
H: -0.126 0.654 3.883
H: -0.547 -0.858 4.746
H: -1.146 2.783 -2.530
H: -2.668 1.847 -2.338
H: -1.910 2.039 -3.969
C: 1.797 -1.391 -0.745
C: 2.341 -0.177 -0.428
H: 1.558 -1.633 -1.793
H: 1.837 -2.220 -0.021
H: 2.507 0.606 -1.180
H: 2.782 0.030 0.556
C: 1.511 3.862 -2.536
C: 1.199 2.562 -2.155
N: 0.883 2.214 -0.923
C: 1.186 3.136 0.068
C: 1.549 4.479 -0.257
C: 1.646 4.838 -1.600
C: 1.952 5.400 0.767
C: 2.152 4.983 2.027
C: 1.966 3.604 2.381
C: 2.467 3.117 3.588
C: 2.508 1.771 3.768
C: 1.983 0.917 2.805
N: 1.305 1.327 1.751
C: 1.404 2.677 1.450
H: 1.668 4.074 -3.577
H: 1.164 1.820 -2.968
H: 1.911 5.849 -1.855
H: 2.176 6.411 0.471
H: 2.542 5.645 2.781
H: 2.885 3.808 4.299
H: 2.969 1.348 4.641
H: 2.108 -0.159 3.000

Force components x, y, z for each atom (eV/Å):
Er -2.08 1.25 0.62
S -0.44 0.22 -0.29
S -0.28 -0.03 0.43
C -0.35 0.11 -0.41
C -0.60 -0.32 0.02
C -0.14 -0.52 -0.01
N 0.63 -0.25 -0.20
C -0.18 -0.44 -0.25
C -0.61 -0.30 -0.02
H -0.26 0.15 -0.01
H 0.16 -0.22 -0.02
H 0.01 0.36 -0.04
H 0.02 -0.23 -0.17
H 0.05 0.26 0.24
H 0.05 -0.28 -0.01
H -0.23 0.10 0.17
H 0.14 -0.17 -0.17
C -0.23 -0.19 0.47
H -0.50 0.38 0.21
H 0.44 -0.06 0.07
H -0.31 -0.36 -0.03
H -0.10 0.28 -0.66
H -0.33 -0.33 -0.11
H 0.40 0.03 -0.20
H 0.10 -0.17 0.69
C 1.16 -0.64 -0.22
C 2.16 -0.73 -0.56
H 0.01 0.03 0.51
H -0.06 0.32 -0.42
H 0.10 -0.71 0.28
H -0.03 -0.40 -0.67
C 0.23 -0.15 -0.65
C -0.17 0.59 -1.43
N 0.95 1.24 2.50
C -0.06 -0.17 -0.80
C -0.02 -0.36 1.37
C -0.01 0.24 0.02
C -0.64 -0.14 -2.62
C 0.10 -1.85 2.15
C -0.41 0.82 -1.25
C 0.05 -0.03 0.28
C 0.48 -0.16 0.42
C 0.14 -0.40 1.23
N 0.50 2.49 -1.37
C 0.06 -0.71 0.42
H 0.08 0.01 -0.26
H -0.04 0.18 0.67
H -0.01 0.26 -0.19
H 0.02 0.28 -0.01
H 0.07 0.22 0.16
H 0.05 0.09 0.31
H 0.16 -0.13 0.19
H -0.22 0.52 -0.38



# 4
The following is a quantum chemistry calculation of an isolated molecule of C14H18N2O3 at a distorted geometry, from the Open Molecules 2025 dataset.

Computed properties:
Spin multiplicity: 1
ΔE to the lowest compared entry with this formula, charge and spin: 476.8 kJ/mol
SMILES: O=C(O)[C@H](Cc1ccccc1)NC(=O)[C@@H]1CCCN1
E_LUMO: 0.56 eV
HOMO: -8.95 eV
Kohn-Sham gap: 9.5 eV

CARTESIAN COORDINATES (ANGSTROEM)
O: 1.286 3.340 0.653
C: 0.914 2.512 -0.141
O: 1.106 2.729 -1.479
C: 0.253 1.168 0.150
C: -1.269 1.511 0.150
C: -2.481 0.634 0.126
C: -2.860 -0.070 -1.008
C: -4.028 -0.801 -1.130
C: -4.970 -1.033 -0.036
C: -4.509 -0.406 1.112
C: -3.358 0.392 1.260
N: 0.692 0.701 1.522
C: 1.601 -0.314 1.813
O: 1.780 -0.645 2.977
C: 2.114 -1.145 0.720
C: 3.480 -0.822 0.405
C: 3.594 -1.555 -0.980
C: 2.226 -1.067 -1.677
N: 1.291 -1.231 -0.493
H: 1.712 3.471 -1.652
H: 0.556 0.220 -0.231
H: -1.470 2.275 -0.547
H: -1.291 1.793 1.105
H: -2.234 0.275 -1.837
H: -4.265 -1.230 -2.064
H: -5.531 -1.992 -0.087
H: -5.056 -0.555 2.102
H: -3.063 0.774 2.105
H: 0.766 1.333 2.336
H: 2.135 -2.134 1.156
H: 3.469 0.353 0.222
H: 4.275 -0.888 1.207
H: 4.481 -1.329 -1.678
H: 3.425 -2.592 -0.888
H: 2.364 0.104 -1.981
H: 2.030 -1.634 -2.532
H: 0.832 -2.141 -0.679

Force components x, y, z for each atom (eV/Å):
O -0.45 -0.80 0.17
C 1.46 0.52 -1.02
O -0.23 -0.78 -0.10
C -0.14 0.35 2.65
C 0.22 -1.80 -1.14
C -1.88 -2.87 1.52
C 0.15 1.74 -0.77
C -1.32 -0.31 1.48
C 3.94 -0.32 -1.60
C -0.96 0.01 3.07
C 0.00 -1.52 -6.84
N 0.67 1.16 1.06
C -2.92 0.24 0.88
O 0.75 0.69 -0.51
C -1.65 -2.78 0.98
C 2.96 3.25 -2.27
C 0.23 2.86 -1.83
C 2.53 3.31 2.98
N 0.48 -1.06 -2.65
H -0.42 0.00 0.56
H -0.03 0.18 -2.72
H 0.00 1.28 -0.64
H -0.51 2.62 3.74
H -0.40 -1.06 -0.51
H -0.09 -0.53 -1.01
H -0.40 1.48 0.22
H 0.57 0.04 -1.45
H 1.02 1.99 4.89
H -0.85 -0.01 -0.79
H -0.14 -0.48 0.35
H 0.35 -2.05 -0.13
H -1.15 -0.75 -0.94
H -1.11 -0.36 1.43
H 0.40 -1.41 0.38
H -0.62 -2.72 0.68
H -0.87 -0.88 -1.12
H 0.40 0.76 1.02



# 5
The following is a quantum chemistry calculation of a structure of composition C17H46F3Hg2N2O25S4Zn at a distorted geometry, from the Open Molecules 2025 dataset.

Computed properties:
Spin multiplicity: 1
E_LUMO: 1.20 eV
Total charge: -1
HOMO: -5.79 eV
Kohn-Sham gap: 7.0 eV

CARTESIAN COORDINATES (ANGSTROEM)
Hg: -2.865 1.290 -3.199
Hg: -3.792 -0.271 1.614
Zn: -0.441 3.834 0.696
S: -2.646 2.974 2.877
O: -3.241 1.721 2.314
O: -2.443 2.821 4.328
O: -1.237 3.051 2.293
O: -3.436 4.113 2.505
S: -5.317 0.813 -1.225
O: -6.274 1.519 -0.408
O: -4.680 1.795 -2.196
O: -4.151 0.313 -0.381
O: -5.865 -0.335 -1.952
S: -1.713 4.334 -1.639
O: -1.996 5.656 -2.126
O: -2.397 3.955 -0.381
O: -2.134 3.322 -2.664
O: -0.237 4.198 -1.264
C: 0.694 -0.634 -0.560
F: 1.833 -0.053 -0.895
F: 0.359 -1.519 -1.510
F: 0.909 -1.339 0.568
S: -0.681 0.582 -0.310
O: -1.186 0.809 -1.639
O: -1.550 -0.067 0.622
O: -0.034 1.748 0.219
C: 2.053 1.202 -4.630
C: 1.239 1.909 -3.607
O: 0.969 3.259 -4.005
O: 1.391 1.177 -5.895
H: 2.229 0.155 -4.375
H: 3.056 1.640 -4.725
H: 1.687 1.925 -2.605
H: 0.252 1.459 -3.490
H: 0.281 3.526 -3.374
H: 1.276 2.096 -6.161
C: 1.340 -0.442 4.073
C: 0.369 0.547 3.509
O: -0.505 0.951 4.546
O: 2.191 0.143 5.047
H: 1.947 -0.923 3.298
H: 0.831 -1.290 4.564
H: -0.186 0.086 2.685
H: 0.942 1.383 3.093
H: -0.929 1.775 4.216
H: 1.616 0.726 5.559
C: -1.773 -2.538 2.654
C: -2.331 -2.024 3.969
O: -3.124 -0.876 3.708
O: -2.795 -2.497 1.641
H: -1.379 -3.554 2.641
H: -0.965 -1.867 2.358
H: -1.498 -1.740 4.610
H: -2.904 -2.818 4.459
H: -2.974 -0.208 4.393
H: -2.597 -3.176 0.993
C: -1.441 -0.603 -5.168
C: -2.396 -1.556 -4.491
O: -2.599 -1.085 -3.175
O: -1.833 0.773 -5.205
H: -1.123 -0.950 -6.152
H: -0.510 -0.661 -4.593
H: -1.907 -2.538 -4.474
H: -3.338 -1.751 -5.018
H: -2.949 -1.712 -2.537
H: -1.957 1.062 -6.112
C: 2.913 5.084 -0.439
C: 2.470 3.778 0.189
C: 3.622 2.912 0.656
O: 3.138 1.709 1.169
C: 4.127 0.745 1.451
N: 1.519 4.017 1.315
H: 3.332 4.907 -1.430
H: 3.603 5.659 0.179
H: 1.991 5.640 -0.629
H: 1.943 3.216 -0.583
H: 4.262 3.463 1.374
H: 4.298 2.767 -0.206
H: 4.695 0.985 2.354
H: 4.845 0.676 0.621
H: 3.610 -0.209 1.509
H: 1.602 3.174 1.894
H: 1.946 4.693 1.946
C: 1.408 -4.857 -1.603
C: 1.435 -5.666 -0.325
C: 1.381 -4.807 0.912
O: 1.283 -5.647 2.045
C: 1.402 -4.922 3.256
N: 0.349 -6.679 -0.392
H: 0.539 -4.194 -1.567
H: 1.409 -5.486 -2.486
H: 2.275 -4.189 -1.637
H: 2.338 -6.283 -0.311
H: 0.556 -4.077 0.907
H: 2.311 -4.218 0.978
H: 2.378 -4.425 3.283
H: 1.381 -5.685 4.033
H: 0.595 -4.207 3.433
H: -0.549 -6.223 -0.242
H: 0.454 -7.263 0.433

Force components x, y, z for each atom (eV/Å):
Hg -0.83 1.12 1.16
Hg -0.23 1.33 -0.80
Zn -1.55 -0.56 -0.06
S -0.15 0.43 0.09
O -0.06 -0.08 0.32
O -0.01 -0.30 -0.16
O 0.37 0.23 0.15
O 0.12 0.10 0.12
S -1.65 -0.34 -0.04
O 0.30 -0.19 -0.14
O 0.09 -0.22 -0.19
O 0.71 -0.52 0.06
O 0.51 0.29 0.07
S -1.64 -0.42 0.72
O 0.26 0.21 -0.16
O 0.55 0.37 0.37
O 1.25 0.35 -0.85
O 0.51 -0.03 -0.87
C -0.42 -0.06 0.36
F 0.19 0.05 -0.25
F 0.07 -0.08 -0.17
F 0.10 0.01 0.05
S -0.14 1.34 -0.07
O 0.31 -0.81 -0.22
O 0.05 -1.10 0.11
O 1.12 -0.13 0.27
C 0.47 -0.26 -0.56
C -1.07 0.85 0.73
O 0.38 -0.46 -0.06
O 0.16 -0.04 -0.06
H -0.21 0.02 0.24
H -0.13 0.21 -0.04
H 0.30 -0.27 -0.15
H 0.16 -0.56 -0.02
H 0.04 0.48 -0.12
H -0.12 0.09 0.12
C 0.22 -0.83 0.50
C -0.06 -0.41 -0.18
O 0.52 0.08 -0.44
O 0.17 0.13 -0.14
H 0.16 0.42 -0.04
H -0.35 0.15 -0.14
H -0.02 0.14 -0.08
H -0.14 0.07 0.02
H -0.59 -0.01 0.65
H -0.02 0.03 0.03
C 0.33 0.48 -0.76
C 0.20 -0.77 -0.07
O -0.17 -0.45 0.47
O -0.09 -0.36 0.56
H -0.01 -0.03 0.75
H 0.01 0.02 -0.20
H 0.06 -0.03 0.05
H -0.27 0.26 0.04
H 0.13 0.46 -0.40
H -0.12 0.16 -0.23
C 1.29 -0.40 0.03
C -0.31 -0.92 -0.15
O 0.30 0.22 -0.26
O -0.17 -0.62 0.07
H -0.48 0.02 -0.15
H -0.12 0.33 0.15
H 0.23 0.14 0.02
H -0.10 0.56 0.03
H -0.37 -0.01 -0.14
H -0.13 0.18 0.05
C -0.66 -0.11 -0.20
C 0.11 -0.20 -0.03
C 0.93 0.72 -0.46
O -0.15 -0.05 0.09
C 0.16 0.13 -0.54
N 1.03 -0.60 0.44
H 0.25 -0.04 0.10
H 0.00 0.02 0.04
H 0.18 0.26 0.08
H -0.23 -0.01 0.18
H -0.30 -0.13 0.26
H -0.22 -0.31 0.00
H -0.17 -0.11 0.16
H -0.08 0.03 0.01
H 0.09 -0.04 0.34
H -0.51 -0.12 -0.19
H -0.37 0.46 -0.27
C 0.28 0.85 0.56
C -0.67 -1.20 -0.66
C 0.57 0.22 0.32
O -0.27 0.31 0.02
C 0.46 -0.80 -0.01
N 0.12 0.31 0.47
H -0.11 -0.14 -0.36
H -0.14 -0.08 -0.01
H 0.00 -0.05 -0.11
H 0.18 0.25 0.19
H -0.12 -0.12 -0.20
H -0.09 0.04 -0.01
H -0.13 0.22 0.12
H -0.03 0.19 0.16
H 0.00 0.09 -0.20
H 0.00 0.09 -0.20
H -0.03 -0.12 -0.05